Run one
ORCA calculation (ωB97M-V/def2-TZVPD) on C37H55Ge2N3O3W as an isolated structure.

## Properties
Orbital gap (spin up / spin down): 0.2449 / 0.2102 Eh
HOMO (spin up / spin down): -18.350 / -18.261 eV

Structure (ORCA input):
```
! wB97M-V def2-TZVPD RIJCOSX def2/J DEFGRID3
* xyz 4 3
C -4.64915 -1.61837 0.35850
H -1.51134 -1.60750 5.74774
H -0.00390 5.55462 -3.87174
H 0.50762 3.29722 4.54347
H -0.82297 -6.90815 -0.54160
H 6.41214 -0.01998 5.55324
H -0.47918 1.11352 -5.09756
C 0.03460 3.46013 -3.52784
C -4.58056 0.65350 1.29633
H 2.68966 -1.45924 -1.74334
H 2.68996 1.65104 -1.52677
C -0.02184 2.38483 -2.60810
C -0.10630 -3.02122 0.57965
O -0.30880 6.28106 -1.27752
H -1.06751 7.41490 -2.86006
C -3.03667 0.63677 1.22227
H 0.92479 -6.84935 -0.49933
H 5.18696 1.36624 -1.12201
H 0.06885 -2.04210 -2.54780
C -0.24290 7.43878 -2.14967
H 0.30004 -0.39874 -4.59380
Ge 2.66232 -0.05743 0.29710
C 0.04033 -4.08478 -1.91630
C -3.08058 0.23356 -1.15359
H 0.10630 -4.46229 -2.92810
C 0.01596 -2.72626 -1.71659
H -2.73757 -1.97453 1.34099
H -0.35496 -2.30875 3.68614
H 4.77303 -2.75620 -1.68280
H 7.73897 -0.10474 1.45772
C 4.58196 2.09270 -0.57877
C 0.03022 1.81312 3.04162
H 2.53788 2.44097 0.03501
W 0.01344 -0.05570 -0.06653
H 8.24051 -0.04724 3.88398
H -0.11467 -5.00358 1.32636
N -0.06208 -2.16532 -0.48246
H 1.25581 1.07363 -4.82335
H 4.68214 3.04526 -1.09893
N -5.10238 -0.20035 0.17970
C 6.17293 -0.06277 4.49969
C -0.00070 -4.96646 -0.83314
Ge 0.26801 -0.11722 2.60051
C -0.82754 -1.32236 3.70782
O 0.05922 0.05783 -2.20274
H -1.03998 2.03640 3.03046
C 3.10808 1.68661 -0.51456
H 0.08514 -6.73150 -2.05557
C 0.29993 0.68036 -4.46941
O -0.19183 1.73367 -0.30268
H -6.12448 -0.17650 0.19542
C 2.14517 -0.41707 3.09784
H -0.37752 4.27088 0.23704
H -2.62266 0.29398 2.16833
H -4.99298 1.65269 1.17062
H -0.01698 -0.69715 5.63814
H 5.00852 2.22576 0.41514
H -4.98062 1.35192 -1.23165
C -0.27499 4.02989 -0.81242
H -1.54526 0.07385 5.22671
H -5.08405 -0.27083 -1.92278
H -0.16216 -2.57501 1.56061
H 1.73259 2.04971 4.38270
C 4.87437 -0.10776 4.08343
H 5.13862 -2.23752 -0.05105
C 4.54562 -0.16449 2.68382
C -3.10379 -1.62249 0.37793
C 3.17033 -1.63001 -0.77414
C -0.17324 2.74463 -1.24331
H 5.19912 -1.08218 -1.39307
H 2.67310 -2.49315 -0.32361
C -0.08080 -4.38406 0.43938
C -4.62430 0.32780 -1.13885
H 4.08954 -0.08508 4.82450
H -0.34053 8.29378 -1.49171
C 4.65592 -1.93239 -0.97865
C 3.18500 -0.21762 2.22353
H 0.48222 2.37980 2.22409
H -5.07681 -1.98891 1.28809
H -1.81300 -1.45000 3.24942
H -2.72155 -2.28830 -0.39421
C 0.04773 -6.44304 -1.00875
C -0.05620 4.76781 -3.13433
H -4.95745 0.23880 2.22950
C 7.21031 -0.07228 3.55078
H -5.05849 -2.19892 -0.46614
H 5.41097 -0.15832 0.69433
H 0.21975 1.70323 5.22000
C 5.62812 -0.13845 1.75252
H -2.65166 1.21645 -1.34897
C -0.98308 -0.85807 5.15914
C -0.21509 5.07684 -1.76566
H -2.65081 1.63689 1.02666
C 0.10093 1.03405 -3.03171
N -2.56070 -0.26427 0.14371
H 0.71896 7.46433 -2.65890
H 0.15762 3.24888 -4.58106
H 2.36043 -0.67173 4.13252
C 6.92638 -0.10633 2.17124
H -2.74825 -0.44560 -1.93854
C 0.65656 2.23067 4.37421
*
```

Run two
ORCA calculation (ωB97M-V/def2-TZVPD) on C37H55Ge2N3O3W as an isolated structure.

## Properties
Orbital gap (spin up / spin down): 0.2159 / 0.2159 Eh
HOMO (spin up / spin down): -18.228 / -18.474 eV

Structure (ORCA input):
```
! wB97M-V def2-TZVPD RIJCOSX def2/J DEFGRID3
* xyz 4 3
N -0.45570 0.32638 3.68613
H -3.48453 -3.71191 -1.86616
C -6.30749 -2.94872 -0.05947
C -1.82578 3.44302 0.89985
C 1.55985 1.74736 -0.77587
H 3.08673 -5.30262 -3.92014
H -0.20200 0.87948 7.20202
H 0.78188 3.27823 -1.97649
H -2.82095 -3.05320 -3.34645
H 4.35011 -5.18404 -2.71329
H -8.37760 -2.36279 -0.21913
C -1.79675 0.40652 4.29386
C 1.55657 -3.02245 -0.33060
C 2.20024 -4.10557 -0.87048
N 1.26555 -1.90328 -1.03581
C 0.21290 1.94180 5.46570
C -5.03352 -2.51693 0.16301
H -1.05334 3.88179 1.53577
H -3.77358 -2.01769 -2.28499
H 1.20346 -0.95614 3.79742
O 1.41146 -0.43145 1.23962
C -1.52370 -3.38414 1.43461
H -0.34130 -1.67625 4.25531
C 1.49298 3.01852 -1.20558
C 0.57380 -0.45976 5.81704
H -6.50913 -3.99138 -0.27007
C -7.36544 -2.02379 -0.03214
H -2.32418 1.25279 6.25683
C -3.41803 -0.69392 0.66218
C 1.67624 -1.87424 -2.32120
H -2.00325 -0.47911 6.30508
H 1.61402 -0.18983 5.98380
W 0.17890 -0.18744 -0.08266
C 3.66431 3.48445 -0.10876
H -1.23274 -1.68547 -2.19372
N -0.27291 0.72267 6.19629
H 3.50314 -1.39286 2.06427
C 1.41374 5.81553 -1.85486
C 3.71319 2.21529 0.33927
C 3.78719 -0.49065 1.52957
C 2.59394 -4.09298 -2.21222
H -1.06353 -3.30137 -1.57171
H -1.17386 2.00684 -1.95206
H 1.28708 1.47175 3.61776
H -2.37660 -0.46111 3.98276
H 2.61531 -2.83911 -3.96339
H 2.96096 -6.20579 -2.38802
C -2.75494 -3.96844 2.13554
C 2.32370 -2.92558 -2.92454
H -0.20622 2.38442 3.38448
H 4.25915 0.19549 2.23668
O 2.50696 5.19085 -1.11576
H -0.76947 -3.13933 2.18681
C -3.21394 3.75292 1.46588
H -1.71059 3.89963 -0.08611
H 1.47972 5.53501 -2.90384
H -3.55447 2.77188 -1.38901
C 0.27270 -0.77933 4.33318
C -1.73652 -2.44061 -1.58648
H -0.47572 2.75653 5.67709
H -2.42487 -4.68361 2.88943
H -4.01059 3.42280 0.79696
C 2.60808 0.12056 0.88949
H -1.72016 0.35749 -1.80905
H 0.33030 -1.29032 6.47516
O 0.80356 0.78268 -1.49058
H 2.39563 -4.97312 -0.25178
H -4.05585 1.07847 -1.45604
C -3.15119 0.59664 1.09217
H -3.95780 1.17063 1.54578
C 2.61304 1.30018 0.15661
C -3.30647 1.79120 -1.79887
H -3.37513 3.29694 2.44630
C 3.26702 -5.26849 -2.84784
H 1.24778 -3.03003 0.70557
H 0.45561 5.53524 -1.42522
Ge -1.74386 -1.77612 0.31579
H -4.20974 -3.20586 0.12383
C 0.25733 1.58298 3.95834
H -3.32363 4.82975 1.59252
H 4.53766 -0.74359 0.77744
H -3.38504 1.86079 -2.88488
H 1.19095 2.21581 5.85385
C -3.03334 -2.82062 -2.30245
H -3.36060 -3.20964 2.63683
H -3.39628 -4.51553 1.44744
H 4.58073 1.88713 0.89672
H -7.95452 0.03812 0.23947
C -7.12627 -0.65785 0.22326
C -1.88289 1.37199 -1.42700
H 4.48457 4.17410 0.04690
C -4.75170 -1.14313 0.45263
Ge -1.47481 1.53730 0.61881
H 1.57256 6.88201 -1.75601
H -1.07607 -4.11927 0.76397
C -5.85680 -0.22203 0.45369
C -1.71064 0.45866 5.83841
H -5.69035 0.82863 0.64721
H -2.29050 1.29804 3.90492
H 1.45846 -0.97666 -2.87875
C 2.51344 3.94862 -0.81486
*
```

run one takes first place; second place is 0.1231 hartree up.